Entry 1:
Below is a structure of composition C34H54Cl5RuSb, with properties calculated with ωB97M-V/def2-TZVPD.

The geometry in XYZ format:
```
95
Properties=species:S:1:pos:R:3:lowdin_charge:R:1
Sb 2.6967 0.0983 -2.5282 1.599
Ru -0.2309 0.1164 1.1224 1.103
Cl -2.4926 -0.9227 -3.3585 0.754
Cl -0.5005 -1.4359 -0.8873 0.806
Cl -1.9483 4.3770 -2.3139 0.736
Cl -0.0683 3.6849 0.1105 0.741
Cl -3.1808 2.0923 -4.0305 0.749
C -3.8549 -2.1920 0.4536 -0.026
C 5.1270 -0.2354 -0.7337 -0.132
C 2.2923 0.8819 3.3197 -0.075
C -2.1429 1.7132 -2.7282 -0.716
C -1.5802 2.7432 -1.9519 -0.706
C 4.5044 -2.0990 -3.9208 -0.107
C 0.9755 1.0232 -4.8198 -0.130
C 2.1480 -0.5465 2.8029 -0.488
C -0.9952 0.1651 -1.3914 -0.682
C 2.5445 2.7406 -3.9818 -0.128
C -1.7485 -0.0994 2.8546 -0.296
C 4.2717 2.0897 -0.9078 -0.138
C 3.4884 -1.2860 2.8538 -0.062
C 1.6120 -0.5521 1.3818 -0.255
C -3.0477 1.4128 1.4425 -0.169
C -1.5728 2.4010 3.2385 -0.044
C -3.5880 0.2891 0.7573 -0.163
C 3.3701 0.9443 -5.5129 -0.105
C 3.0903 -2.8530 -2.0116 -0.141
C -1.7937 -2.6001 2.4849 -0.043
C -4.5801 0.4973 -0.3582 -0.024
C -2.0963 1.2271 2.4421 -0.252
C -1.8536 0.3724 -2.4476 -0.736
C 2.4152 1.2705 -4.3713 -0.713
C -3.5660 2.8011 1.1758 -0.010
C 3.1505 -1.9394 -3.2353 -0.718
C 4.6085 0.8249 -1.7007 -0.713
C 2.0390 -2.3408 -4.2020 -0.132
C 5.6872 1.1356 -2.7340 -0.106
C -1.1477 -0.2738 4.2379 -0.015
C -0.4548 1.1220 -0.5693 -0.353
C -0.7542 2.4423 -0.8669 -0.704
C -3.2071 -0.9988 1.1063 -0.200
C -2.2307 -1.2026 2.1184 -0.239
H 2.2402 3.3701 -4.8248 0.091
H -4.4950 -0.2832 -1.1115 0.067
H 0.7533 1.6424 -5.6955 0.094
H 3.1195 1.3816 2.8109 0.089
H -4.8918 -1.9827 0.2012 0.088
H -4.5124 2.7852 0.6452 0.082
H -0.0957 -0.0060 4.3186 0.061
H -2.2360 2.6268 4.0789 0.107
H 2.1405 0.1730 0.7346 0.057
H 5.4136 1.9739 -3.3740 0.062
H 5.3338 -1.9242 -3.2359 0.061
H 0.2679 1.3010 -4.0353 0.049
H 3.1647 1.6050 -6.3623 0.091
H -1.6896 0.3729 4.9278 0.100
H -3.3425 -2.4745 -0.4707 0.079
H 2.4935 0.9052 4.3909 0.092
H -5.6074 0.4816 0.0153 0.111
H 3.2423 -0.0777 -5.8693 0.061
H 3.8424 -2.6021 -1.2638 0.057
H -3.7283 3.3269 2.1161 0.095
H -2.8672 3.4038 0.5923 0.062
H 3.8516 -1.3446 3.8803 0.088
H 4.6213 -1.4308 -4.7735 0.063
H 4.3634 -0.5601 -0.0214 0.044
H 1.9007 2.9977 -3.1349 0.068
H 2.1096 -2.8205 -1.5301 0.040
H 5.1267 2.3775 -0.2870 0.088
H 3.2690 -3.8886 -2.3204 0.090
H 3.4017 -2.3016 2.4669 0.084
H -2.4825 -3.0636 3.1955 0.107
H 5.9094 0.2780 -3.3689 0.065
H 5.9616 0.1764 -0.1558 0.092
H 4.2382 -0.7591 2.2616 0.072
H 2.1102 -3.4117 -4.4201 0.090
H 4.0421 2.9328 -1.5589 0.064
H 0.7883 -0.0148 -5.0963 0.063
H 5.5001 -1.1187 -1.2512 0.063
H 6.6178 1.4130 -2.2258 0.091
H -0.5876 2.2052 3.6576 0.064
H 1.0417 -2.1591 -3.7890 0.059
H -3.8517 -3.0575 1.1105 0.081
H 4.4153 1.0830 -5.2378 0.066
H -1.7564 -3.2374 1.6035 0.079
H 1.3950 1.4815 3.1334 0.046
H 1.6593 -1.5477 0.9229 0.053
H 1.4535 -1.1002 3.4462 0.109
H -4.4288 1.4493 -0.8610 0.072
H 3.4132 1.9496 -0.2432 0.047
H -1.4993 3.2939 2.6244 0.056
H -1.2610 -1.2974 4.5838 0.085
H 4.6096 -3.1243 -4.2931 0.090
H -0.8024 -2.6042 2.9359 0.076
H 3.5670 3.0155 -3.7277 0.058
H 2.1140 -1.8140 -5.1531 0.062
```

Computed properties:
M in g mol⁻¹: 862.90
Charge: +1
LUMO energy (alpha / beta) in eV: -4.3390 / -4.1302
2S+1: 2
E in eV: -107857.79105

=====

Entry 2:
Below is a cluster of 5 separate species, C34H54ClN2O10 in total, with properties calculated with ωB97M-V/def2-TZVPD.

The geometry in XYZ format:
```
101
Properties=species:S:1:pos:R:3:lowdin_charge:R:1
Cl 1.1554 2.9220 2.1673 0.720
O -0.3538 0.0163 -5.2605 0.169
O 0.2148 -4.8032 3.9400 -0.018
O 2.4938 -1.4660 0.5951 0.015
O 3.3702 0.1730 -0.5464 0.063
O 1.2693 -9.0122 7.7481 0.000
O -1.4987 4.9081 -8.5507 0.005
O -1.0719 -3.0328 3.8101 0.087
O -0.7786 5.8502 -6.7119 0.085
O 0.5666 -6.9407 7.7432 0.094
O -2.2940 5.0981 -2.3109 -0.130
N -0.3278 3.4928 -2.7082 0.234
N 0.4857 2.4716 -2.9479 -0.062
C 1.1566 2.3292 -0.6875 0.032
C 4.5389 -0.3912 1.4439 0.024
C 0.2053 3.9215 1.0201 -0.604
C 1.9541 -10.1123 8.3608 -0.230
C 0.3216 5.8596 2.6442 -0.095
C -2.3559 1.1856 -2.8727 -0.044
C 0.6505 5.3679 1.2070 -0.253
C 1.2435 -7.7509 9.8697 0.018
C 1.2066 1.9159 -2.0030 0.036
C -1.4830 -4.4287 5.6897 0.022
C -2.9969 5.8482 -4.4747 -0.056
C 1.0224 -7.8540 8.3800 -0.513
C 2.5425 -2.4848 1.6112 -0.208
C 0.3378 3.3883 -0.3859 -0.110
C 3.4468 -0.5553 0.4171 -0.525
C -0.3861 3.9332 -1.4806 -0.120
C -0.7612 -4.0173 4.4281 -0.530
C -0.0742 -7.1588 4.5085 -0.060
C 0.9104 5.3869 -8.3180 0.018
C -0.6014 1.0006 -4.6440 -0.340
C -1.3343 4.5261 -9.9230 -0.227
C -2.2262 6.1921 -3.2189 -0.246
C 0.5139 2.0053 -4.3301 0.005
C -4.5463 2.0609 -3.3568 -0.062
C -1.3377 5.1045 -1.3069 -0.161
C -0.7832 3.1224 -10.0588 -0.061
C 1.0149 -10.9892 9.1613 -0.061
C -3.6319 1.5342 -2.4448 -0.059
C 2.0233 -1.9799 2.9371 -0.056
C -0.5106 5.4235 -7.8054 -0.522
C 0.7544 -5.9063 4.6876 -0.232
C -2.9004 1.8712 -5.1167 -0.008
C -4.1764 2.2169 -4.6875 -0.066
C -1.9784 1.3590 -4.2047 -0.171
H 1.5505 -6.7330 10.0963 0.092
H -0.1511 -7.4088 3.4492 0.083
H 0.3030 2.8880 -4.9313 0.146
H 2.3715 -10.6790 7.5307 0.124
H -3.8935 1.3869 -1.4096 0.107
H -0.2309 6.7909 2.6145 0.075
H 0.1445 6.0442 0.5331 0.088
H 1.0089 -1.5999 2.8251 0.079
H -2.6216 1.9936 -6.1518 0.119
H 0.8778 -5.6400 5.7348 0.090
H -2.3855 -4.9708 5.4113 0.099
H -1.1992 6.4339 -3.4983 0.120
H 2.0074 -2.7880 3.6661 0.076
H -2.6762 7.0685 -2.7478 0.121
H 1.5496 -11.8495 9.5632 0.085
H 1.7235 5.4573 1.0755 0.115
H -3.8138 5.1735 -4.2292 0.070
H -0.3279 5.1469 3.1433 0.063
H 1.4009 4.4966 -7.9266 0.092
H -2.3349 4.5731 -10.3476 0.125
H -0.7277 2.8365 -11.1086 0.086
H -0.8917 -5.0418 6.3662 0.062
H 2.6381 -1.1684 3.3319 0.071
H 1.2127 5.9747 3.2462 0.074
H 0.2146 3.0364 -9.6275 0.068
H -1.0877 -7.0274 4.8861 0.073
H -1.4268 2.4136 -9.5375 0.081
H -0.8267 3.8136 1.3432 0.119
H 4.7648 -1.2963 2.0002 0.075
H -1.7674 -3.5258 6.2247 0.092
H -1.6530 0.7704 -2.1613 0.114
H 0.3809 -7.9943 5.0383 0.073
H 0.3009 -7.9545 10.3756 0.100
H 2.7975 -9.7565 8.9536 0.114
H -4.8911 2.6289 -5.3817 0.111
H 0.5655 -10.4461 9.9927 0.069
H 2.0087 -8.4190 10.2558 0.072
H 4.2469 0.3937 2.1405 0.096
H -0.7173 6.0021 -1.3766 0.132
H 0.2028 -11.3462 8.5284 0.085
H 1.8975 -3.2791 1.2421 0.128
H 1.8626 1.1015 -2.2764 0.146
H -5.5314 2.3215 -3.0049 0.108
H 1.7611 1.8499 0.0561 0.065
H 1.7534 -6.0677 4.2836 0.122
H 0.9956 5.3929 -9.4012 0.073
H 1.4274 6.2666 -7.9432 0.093
H -2.3543 5.3891 -5.2137 0.040
H 5.4462 -0.0845 0.9290 0.095
H -3.4176 6.7565 -4.8927 0.083
H -1.7810 5.0933 -0.3117 0.135
H -0.7326 5.2625 -10.4562 0.115
H 3.5471 -2.9032 1.6839 0.116
H 1.4892 1.6215 -4.5994 0.144
```

Computed properties:
M in g mol⁻¹: 686.26
Charge: +1
LUMO energy in eV: -3.6735
E in eV: -72104.92625

=====

Entry 3:
Below is a structure of composition C34H54N4P2Si2Ti, with properties calculated with ωB97M-V/def2-TZVPD.

The geometry in XYZ format:
```
97
Properties=species:S:1:pos:R:3:lowdin_charge:R:1
Ti -0.3795 -1.8331 -0.8097 0.648
P -2.0754 -0.4111 -6.6998 1.153
P 1.3279 -0.9557 -6.8107 1.180
Si -0.6355 0.4657 2.4046 0.515
Si -1.7437 -2.3596 1.1211 0.320
N 2.0107 -2.2706 -8.0321 -0.216
N 2.6365 0.1717 -7.1967 -0.287
N -3.6231 -0.9524 -7.5800 -0.254
N -2.1944 1.3373 -7.1076 -0.246
C -2.1694 3.3347 -8.2059 -0.079
C 1.3003 0.3951 -2.8270 -0.122
C 4.2669 1.2524 -8.3746 -0.076
C -3.5230 -2.2018 1.6658 -0.199
C -1.7196 0.5278 4.0073 -0.213
C 3.7192 0.4000 -6.3296 -0.141
C -1.7786 0.9936 -2.0803 -0.140
C 2.2836 -2.1764 -9.4022 -0.168
C -1.9313 3.5898 -6.8068 -0.082
C -4.3810 -0.3276 -8.5759 -0.148
C -1.1025 -0.7596 -8.2691 -0.410
C 1.3808 1.5276 -2.0957 -0.109
C -1.0526 -0.5837 0.7866 -0.412
C 2.7116 -3.4088 -9.8842 -0.093
C 0.3359 -0.2331 -8.2238 -0.423
C -0.8202 -3.1680 2.5488 -0.172
C 1.0322 0.0057 3.2275 -0.212
C 1.5539 -1.7736 0.2166 -0.228
C -0.6763 3.1963 -1.5276 -0.170
C -1.1673 0.6370 -3.3998 -0.253
C -1.9738 -3.5678 -0.3985 -0.203
C -5.2757 -2.3828 -8.2305 -0.105
C 0.7169 2.8487 -2.2192 -0.164
C 4.7304 1.0660 -7.0269 -0.090
C -1.8092 2.2448 -1.5533 -0.106
C 0.1153 -0.2044 -3.5926 -0.230
C 2.2810 -3.5775 -7.6537 -0.171
C -2.0184 2.3620 -6.1586 -0.137
C -2.2299 1.9571 -8.3707 -0.178
C 2.6961 -4.3050 -8.7740 -0.109
C -5.4435 -1.1515 -8.9352 -0.095
C 2.9842 0.7144 -8.4413 -0.162
C -4.1103 -2.2652 -7.4765 -0.170
C -0.4369 2.3629 2.2103 -0.204
H 1.0552 -0.9884 3.6965 0.021
H -0.7430 -2.5249 3.4336 0.021
H -0.8973 1.5978 -3.8459 0.071
H 2.1107 -1.2744 -9.9798 0.084
H -1.7646 -4.6259 -0.1943 0.052
H -1.4011 -4.0539 2.8389 0.033
H 2.9555 -5.3514 -8.8119 0.084
H 1.2352 0.7340 4.0343 0.034
H -3.0068 -3.5134 -0.7606 0.043
H -4.1247 -1.8371 0.8193 0.033
H -1.1558 -1.8587 -8.3979 0.089
H 5.7030 1.3731 -6.6457 0.093
H -3.6003 -2.9870 -6.8569 0.091
H -6.2277 -0.8828 -9.6194 0.088
H -3.8651 -3.2165 1.9314 0.034
H -4.1023 0.6367 -8.9661 0.075
H -3.6317 -1.5156 2.5181 0.027
H -1.6377 0.0540 0.0894 -0.052
H 4.7892 1.6906 -9.2210 0.096
H 3.6598 0.0944 -5.2909 0.091
H 2.2728 0.7294 -9.2543 0.087
H -1.5642 -0.3388 -9.1768 0.071
H 2.2000 -0.2346 -2.8782 0.101
H -1.5993 -0.3269 4.6946 0.022
H -5.9329 -3.2361 -8.2690 0.087
H 2.0598 1.4705 -1.2338 0.111
H -0.4493 3.5049 -0.4913 0.092
H -2.2790 1.3634 -9.2831 0.094
H -0.1250 -1.3058 -3.5407 0.103
H 1.5009 -1.6177 1.3165 -0.043
H 1.8741 0.0777 2.5292 0.016
H -0.4989 2.8103 3.2261 0.027
H 0.1959 -3.5134 2.3207 0.034
H -1.3997 1.4229 4.5790 0.020
H -1.0593 4.1466 -1.9606 0.117
H -1.6908 4.5601 -6.3508 0.100
H 2.0706 -2.6850 -0.1434 -0.024
H 0.4236 0.8779 -8.2353 0.092
H 2.1366 -3.8935 -6.6276 0.090
H -2.5815 0.2814 -1.8149 0.102
H 0.6122 3.0886 -3.2900 0.110
H -1.2159 2.8392 1.5940 0.011
H 1.4494 3.5390 -1.7518 0.116
H -1.3388 -3.3706 -1.3396 -0.007
H -1.9840 0.2125 -4.0211 0.064
H -2.7976 0.6620 3.8316 0.017
H 0.4243 -0.1280 -4.6860 0.009
H -2.6938 2.5317 -0.9811 0.114
H -1.9880 2.1467 -5.0980 0.071
H 0.6672 -0.5599 -9.2232 0.052
H 2.9895 -3.5889 -10.9168 0.093
H -2.3135 4.0543 -9.0091 0.098
H 0.5474 2.6256 1.7866 0.025
H 2.0199 -0.8516 -0.2368 -0.022
```

Computed properties:
M in g mol⁻¹: 684.82
LUMO energy (alpha / beta) in eV: -0.4261 / -0.5181
2S+1: 3
E in eV: -99534.29787

=====

Entry 4:
Below is a cluster of 9 separate species, C34H54O27 in total, with properties calculated with ωB97M-V/def2-TZVPD.

The geometry in XYZ format:
```
115
Properties=species:S:1:pos:R:3:lowdin_charge:R:1
O -0.1915 0.5733 -0.3976 -0.004
O -0.1944 -1.1889 -1.6191 0.033
O 3.6043 3.4750 1.0059 0.018
O 3.4588 -5.0040 2.4981 0.067
O -3.0665 1.3664 -3.8853 0.085
O -0.9190 -3.2932 1.3712 0.034
O 2.5838 -3.1715 3.3897 0.156
O 1.9583 -3.8799 1.3253 0.070
O 1.0098 -2.0684 -5.2483 0.166
O -2.4252 -4.9393 1.1871 0.149
O 2.8217 -1.1871 -4.2172 0.060
O 1.0017 0.0698 -4.5833 0.087
O -2.0363 2.9677 -5.1163 0.152
O 3.7131 1.3621 1.1359 0.011
O -1.4332 -7.6496 -4.5972 0.074
O -3.3817 -8.0719 -5.5029 0.053
O -2.2716 0.6906 3.4827 0.156
O -1.1934 2.6875 3.5647 0.086
O 1.4933 -0.9197 -0.1549 0.139
O -1.5246 -8.3805 -6.7325 0.161
O -2.5764 3.3335 -2.9737 0.083
O -0.2489 0.8832 4.3806 0.064
O -1.9966 6.5673 1.1614 0.098
O -2.1008 -3.7795 3.1336 0.080
O 3.2137 2.5001 2.9988 0.117
O -0.3611 6.7330 -0.2864 0.063
O -1.2008 4.7163 0.1224 0.156
C 0.6247 1.9561 4.7024 -0.079
C 1.5646 -1.1669 -4.7154 -0.566
C 3.2431 0.1578 -3.9363 -0.073
C 3.3147 4.7925 1.4365 -0.028
C -2.4135 -7.4487 -3.5350 -0.279
C -2.0046 -6.1442 -2.8753 -0.025
C 2.6204 -3.9335 2.4865 -0.579
C -1.2025 -2.7505 3.5744 -0.265
C 0.1839 3.0787 3.7294 -0.296
C 3.3318 -5.6996 1.2566 -0.092
C 2.0066 1.0113 -4.2359 -0.318
C 3.5373 2.4558 1.8444 -0.635
C 1.5233 1.9644 -3.1525 0.011
C 0.4814 -0.5428 -0.6847 -0.616
C -1.3297 1.3756 3.7436 -0.600
C -0.5929 -2.2362 2.2619 -0.079
C -0.2007 -3.4302 4.5171 -0.009
C -1.7898 7.9474 1.1148 -0.314
C 3.5806 0.1194 1.7916 -0.045
C 1.9753 -5.2045 0.7341 -0.286
C -1.9106 -4.0758 1.8261 -0.556
C 0.2366 4.4957 4.2888 -0.014
C -4.0304 3.4248 -1.0922 -0.007
C -2.0444 -8.0198 -5.7232 -0.573
C -0.5555 8.0715 0.1933 -0.079
C -1.2370 5.8902 0.3063 -0.565
C -2.5110 2.5776 -4.0915 -0.557
C -3.5309 1.2863 -2.5420 -0.083
C -3.0127 2.5643 -1.8761 -0.321
C 2.0161 -5.0809 -0.7591 -0.018
C 0.0372 -2.5650 -1.7358 -0.053
C -3.7536 -7.4586 -4.2772 -0.084
C 0.2160 1.3362 0.7350 -0.012
C -1.4826 8.5408 2.4767 -0.019
H -0.4442 4.7474 5.1005 0.093
H 2.5830 -0.0334 2.2062 0.085
H -4.0574 -6.4216 -4.4514 0.130
H 0.8958 -2.9137 -2.3176 0.091
H -3.1900 0.4102 -1.9904 0.130
H 1.2812 4.7194 4.5087 0.089
H 0.6749 2.5793 -3.4371 0.088
H -4.6154 2.8956 -0.3393 0.088
H -1.0647 -1.3559 1.8155 0.127
H -0.9370 -6.1519 -2.6773 0.078
H 0.3867 -4.2149 4.0403 0.077
H 4.0653 0.5113 -4.5543 0.131
H 1.0702 -4.8424 -1.2435 0.058
H -4.5911 -7.9905 -3.8366 0.135
H 0.5355 -2.6849 4.8136 0.084
H -0.7321 -3.9397 5.3183 0.089
H 2.2776 1.6172 -5.1060 0.150
H -0.4447 2.1963 0.7656 0.092
H -0.8475 7.9272 3.1103 0.087
H 1.2542 1.6392 0.5761 0.092
H -2.6454 8.3747 0.5850 0.160
H 3.5198 0.0910 -2.8816 0.134
H 0.6573 3.0924 2.7479 0.124
H -0.0789 5.1918 3.5053 0.071
H -2.2236 -8.3197 -2.9058 0.155
H 3.7472 -0.6824 1.0803 0.091
H -2.4269 8.7198 3.0037 0.086
H -1.1113 9.5660 2.4240 0.090
H 3.4067 -6.7823 1.2619 0.140
H -2.5587 -5.9580 -1.9494 0.089
H 4.3067 0.0308 2.6025 0.107
H -0.8444 -3.0341 -2.1682 0.105
H -0.7227 8.7272 -0.6635 0.132
H -3.5085 4.2725 -0.6634 0.057
H -4.6230 1.2256 -2.5075 0.131
H -4.7758 3.7069 -1.8420 0.089
H -1.7568 -1.9730 4.0966 0.143
H 0.3714 8.4342 0.6395 0.129
H 2.3912 -6.0401 -1.1280 0.101
H 0.2001 -3.0303 -0.7609 0.065
H 0.4736 -2.0283 2.3323 0.116
H 2.4315 2.5487 -2.9578 0.094
H 0.2657 0.7896 1.6785 0.088
H 0.5040 2.4238 5.6840 0.135
H 1.2067 -5.8602 1.1428 0.164
H 2.7094 -4.3173 -1.1124 0.103
H 4.2033 5.3940 1.6500 0.097
H 1.3256 1.5087 -2.1816 0.068
H 2.8811 4.7768 2.4405 0.078
H 2.7165 5.2793 0.6765 0.096
H 4.1017 -5.2603 0.6179 0.136
H 1.6796 1.7122 4.6220 0.119
H -2.2431 2.3184 -1.1394 0.129
H -2.3079 -5.2741 -3.4615 0.088
```

Computed properties:
Structure (SMILES): C[C@H]1COC(=O)O1.C[C@H]1COC(=O)O1.C[C@H]1COC(=O)O1.C[C@H]1COC(=O)O1.C[C@H]1COC(=O)O1.C[C@H]1COC(=O)O1.C[C@H]1COC(=O)O1.COC(=O)OC.COC(=O)OC
M in g mol⁻¹: 894.78
ΔE to the lowest compared entry with this formula, charge and spin in kcal/mol: 34.1
LUMO energy in eV: 0.0838
E in eV: -91417.32184

=====

> Which of these has the highest E?

C34H54ClN2O10

=====

> The lowest E belongs to which entry?

C34H54Cl5RuSb

=====

> Among the records above, which one has the highest M?

C34H54O27

=====

> Among the records above, which one has the highest M?

C34H54O27